1.
{"formula": "C22H31N7O4", "method": "ωB97M-V/def2-TZVPD", "orbital_gap_ev": 6.72, "e_tot_ha": -1539.53091, "spin_multiplicity": 1, "homo_energy_ev": -7.21, "lumo_energy_ev": -0.49, "symbols": ["C", "N", "O", "O", "H", "H", "H", "C", "N", "O", "O", "H", "H", "H", "N", "C", "C", "C", "C", "H", "H", "H", "H", "H", "N", "C", "C", "C", "C", "H", "H", "H", "H", "H", "N", "C", "C", "C", "C", "H", "H", "H", "H", "H", "N", "C", "C", "C", "C", "H", "H", "H", "H", "H", "N", "C", "C", "C", "C", "H", "H", "H", "H", "H"], "positions_angstrom": [[-1.569, -2.438, 1.549], [-1.181, -2.349, 0.126], [-0.965, -3.418, -0.466], [-1.248, -1.291, -0.404], [-1.141, -1.667, 2.190], [-1.234, -3.409, 1.913], [-2.647, -2.285, 1.498], [-0.058, 0.399, -0.412], [0.130, 1.674, -1.128], [0.345, 2.645, -0.409], [0.099, 1.684, -2.316], [-0.984, 0.062, 0.053], [0.654, 0.269, 0.403], [0.335, -0.268, -1.179], [-1.788, 0.822, 1.674], [-1.487, 2.042, 1.107], [-0.220, 2.495, 1.473], [0.232, 1.454, 2.269], [-0.681, 0.348, 2.397], [-2.551, 0.215, 1.411], [-2.199, 2.541, 0.467], [0.270, 3.438, 1.281], [1.128, 1.322, 2.857], [-0.498, -0.647, 2.777], [-4.009, 0.702, -0.792], [-2.680, 0.405, -0.353], [-1.942, 0.241, -1.502], [-2.787, 0.439, -2.614], [-4.078, 0.743, -2.105], [-4.783, 0.717, -0.143], [-2.354, 0.288, 0.670], [-0.922, -0.112, -1.487], [-2.490, 0.351, -3.648], [-4.971, 0.998, -2.656], [0.958, -0.147, -2.905], [1.616, -0.904, -1.890], [0.829, -1.964, -1.506], [-0.154, -2.076, -2.481], [-0.127, -0.935, -3.278], [1.163, 0.810, -3.152], [2.424, -0.425, -1.357], [0.943, -2.606, -0.644], [-1.012, -2.723, -2.588], [-0.820, -0.496, -3.980], [2.098, 1.851, -0.449], [2.880, 0.887, -1.039], [3.822, 0.516, -0.116], [3.548, 1.198, 1.069], [2.396, 1.888, 0.864], [1.407, 2.464, -0.858], [2.911, 0.604, -2.081], [4.654, -0.138, -0.331], [3.966, 1.053, 2.054], [1.743, 2.497, 1.472], [1.675, -0.084, 1.254], [1.198, -1.199, 0.716], [0.790, -1.986, 1.744], [1.214, -1.411, 2.972], [1.754, -0.205, 2.668], [1.856, 0.765, 0.739], [1.123, -1.251, -0.360], [0.354, -2.965, 1.612], [1.003, -1.906, 3.909], [2.058, 0.484, 3.443]], "forces_ev_per_a": [[-1.722, -0.431, 0.460], [-1.147, -3.374, 0.855], [-0.549, 0.164, 1.346], [-1.031, -5.846, 1.742], [-0.888, -0.810, -1.081], [-0.969, 0.076, -0.080], [-0.346, -0.484, 0.165], [3.407, 3.827, 0.495], [-6.071, -2.431, 2.069], [-6.614, 4.349, -3.760], [-1.145, 3.856, 0.032], [2.478, 2.222, 0.323], [-2.710, 2.624, -1.755], [-1.235, 1.044, 1.446], [3.940, 1.498, 7.488], [-0.891, 1.681, 0.925], [-3.696, -1.270, 3.325], [-1.952, -1.467, 3.491], [-0.794, 4.859, -0.728], [-1.525, 0.243, 7.576], [0.028, -0.118, 0.166], [-0.719, -0.018, 0.789], [-1.509, 2.350, -0.715], [-0.563, 1.638, 0.310], [1.346, -0.416, 3.028], [-5.194, -0.147, -5.858], [-4.434, 1.249, -3.276], [-1.617, 0.526, 0.651], [1.401, -0.341, -2.942], [0.021, 0.243, -0.367], [-0.711, -0.600, -10.069], [-3.008, 1.056, -2.863], [-0.368, 0.247, 0.063], [-0.043, -0.058, 0.194], [2.305, -5.649, -0.442], [0.103, -1.153, -2.962], [1.350, -3.641, -5.493], [-1.529, 1.238, -2.645], [1.454, 0.476, -0.028], [0.471, -1.167, -0.596], [-1.466, -3.010, -0.221], [0.446, -0.904, -1.732], [0.418, -0.187, 0.285], [0.088, -0.574, -0.014], [8.597, -3.460, -1.858], [3.102, 4.556, 0.560], [1.662, 0.047, -0.002], [2.355, 1.090, 0.778], [3.634, 7.787, -0.331], [4.055, 1.543, -0.757], [0.581, 2.024, -0.044], [-0.153, -0.235, 0.237], [0.267, -0.110, -0.259], [1.565, -0.082, -0.122], [1.841, -5.687, 5.285], [1.048, -1.111, 3.728], [2.188, -2.248, -0.483], [0.523, -1.080, -0.255], [1.757, -2.850, -0.674], [-0.944, -2.524, 0.648], [0.521, 0.858, 3.882], [1.256, 0.072, 0.254], [0.319, 0.458, 0.293], [1.014, -0.419, -0.478]], "nbo_charge": [-0.492, 0.548, -0.424, -0.390, 0.251, 0.241, 0.218, -0.872, 0.562, -0.457, -0.347, 0.405, 0.371, 0.391, -0.531, -0.091, -0.246, -0.306, -0.122, 0.430, 0.238, 0.244, 0.220, 0.228, -0.504, -0.178, -0.322, -0.319, -0.062, 0.404, 0.159, 0.315, 0.206, 0.208, -0.531, -0.137, -0.378, -0.246, -0.053, 0.444, 0.252, 0.279, 0.246, 0.220, -0.513, -0.150, -0.284, -0.236, -0.245, 0.431, 0.237, 0.229, 0.228, 0.265, -0.674, -0.088, -0.358, -0.335, -0.045, 0.518, 0.279, 0.210, 0.232, 0.226]}

***

2.
{"formula": "C22H17B2BrF4MoN7O6S2", "method": "ωB97M-V/def2-TZVPD", "charge": 1, "orbital_gap_ev": [6.48, 5.52], "e_tot_ha": -5571.06102, "spin_multiplicity": 3, "s_squared": 2.04, "homo_energy_ev": [-11.82, -12.37], "relative_energy_kcal_mol": 0.0, "lumo_energy_ev": [-5.33, -6.84], "symbols": ["Mo", "C", "C", "N", "O", "B", "F", "F", "O", "N", "C", "C", "C", "N", "O", "B", "F", "F", "O", "N", "C", "C", "C", "H", "H", "H", "H", "H", "H", "H", "H", "H", "H", "H", "H", "S", "C", "C", "C", "C", "N", "C", "C", "C", "S", "C", "N", "H", "H", "Br", "C", "C", "C", "C", "C", "N", "C", "O", "O", "H", "H", "H"], "positions_angstrom": [[0.735, 0.070, -1.034], [1.459, -0.447, 3.365], [1.136, 0.049, 2.006], [1.159, -0.689, 0.955], [1.557, -1.958, 1.094], [0.455, -2.971, 0.854], [0.984, -4.197, 1.008], [-0.609, -2.642, 1.682], [-0.037, -2.849, -0.585], [-0.580, -1.636, -0.776], [-1.856, -1.516, -0.759], [-2.811, -2.629, -0.549], [-2.307, -0.118, -0.937], [-1.346, 0.728, -1.057], [-1.696, 2.013, -1.244], [-1.349, 2.926, -0.093], [-1.697, 4.178, -0.457], [-1.948, 2.417, 1.053], [0.148, 2.908, 0.119], [0.544, 1.669, 0.473], [0.752, 1.444, 1.722], [0.607, 2.448, 2.801], [-3.740, 0.261, -0.913], [1.218, -1.503, 3.448], [0.924, 0.124, 4.120], [2.532, -0.329, 3.543], [-2.287, -3.556, -0.346], [-3.440, -2.740, -1.436], [-3.467, -2.389, 0.289], [0.403, 3.433, 2.397], [1.519, 2.464, 3.402], [-0.216, 2.152, 3.454], [-4.362, -0.544, -1.296], [-3.903, 1.177, -1.473], [-4.024, 0.453, 0.127], [3.066, 0.924, -0.460], [3.264, 2.433, -1.167], [4.392, 3.232, -0.856], [4.524, 4.471, -1.422], [5.657, 5.287, -1.092], [6.573, 5.926, -0.830], [3.529, 4.946, -2.324], [2.436, 4.170, -2.650], [2.298, 2.897, -2.095], [1.011, 1.882, -2.620], [3.656, 6.249, -2.906], [3.736, 7.290, -3.383], [5.133, 2.865, -0.159], [1.691, 4.554, -3.333], [-1.835, 0.910, -4.128], [-0.722, -0.602, -4.225], [-0.886, -1.395, -5.357], [-0.100, -2.517, -5.520], [0.842, -2.806, -4.545], [0.937, -1.965, -3.460], [0.172, -0.872, -3.270], [1.977, -2.248, -2.430], [2.743, -3.155, -2.460], [1.996, -1.299, -1.476], [-1.625, -1.113, -6.091], [-0.215, -3.146, -6.392], [1.505, -3.657, -4.597]], "forces_ev_per_a": [[-0.374, 0.017, -0.365], [0.004, -0.018, -0.015], [-0.076, 0.081, -0.064], [0.074, -0.014, 0.011], [-0.015, 0.038, -0.046], [0.114, -0.119, -0.020], [-0.032, 0.008, 0.005], [-0.059, 0.025, 0.056], [-0.007, 0.030, -0.015], [-0.059, -0.018, 0.120], [0.008, 0.127, -0.011], [0.020, -0.014, -0.013], [0.021, -0.100, 0.018], [0.090, 0.000, 0.049], [0.061, -0.060, 0.007], [-0.083, 0.085, -0.048], [-0.014, -0.021, 0.052], [-0.037, 0.003, 0.037], [0.117, -0.066, -0.027], [-0.114, -0.023, -0.066], [0.007, -0.114, -0.006], [0.050, -0.003, -0.019], [0.036, 0.015, 0.028], [0.000, 0.010, -0.007], [0.002, 0.005, 0.010], [0.003, -0.016, 0.010], [-0.007, 0.012, -0.010], [0.000, -0.021, 0.000], [0.005, -0.004, 0.016], [-0.002, -0.011, -0.007], [-0.017, 0.014, 0.023], [-0.023, 0.023, -0.002], [-0.009, -0.001, -0.005], [0.013, -0.008, -0.003], [-0.022, 0.022, -0.012], [0.222, -0.081, 0.172], [0.007, 0.175, -0.085], [-0.074, -0.092, 0.004], [0.025, -0.018, 0.049], [-0.013, 0.013, -0.067], [0.021, 0.019, 0.034], [0.016, 0.037, -0.011], [-0.009, -0.068, 0.037], [0.017, 0.042, -0.036], [0.000, 0.095, 0.040], [0.000, -0.022, 0.027], [0.011, 0.030, -0.015], [0.017, 0.011, -0.007], [-0.010, -0.020, -0.009], [0.002, -0.014, -0.027], [-0.068, -0.003, -0.081], [0.022, 0.009, 0.058], [0.025, -0.005, 0.025], [-0.057, 0.042, -0.018], [0.034, -0.143, -0.139], [0.026, 0.059, 0.198], [0.061, 0.229, 0.347], [-0.043, -0.048, -0.124], [0.083, -0.147, -0.070], [-0.003, 0.016, 0.007], [0.000, -0.004, -0.003], [0.010, 0.002, 0.014]], "mulliken_spin": [1.013, 0.003, 0.051, -0.042, -0.010, 0.010, 0.000, 0.000, -0.001, -0.061, 0.037, 0.000, 0.044, -0.065, -0.007, 0.004, -0.001, 0.000, 0.000, -0.028, 0.000, 0.000, -0.002, 0.001, 0.000, 0.004, 0.000, 0.002, 0.001, 0.001, 0.002, 0.002, 0.000, 0.001, 0.004, 0.490, 0.057, 0.078, -0.003, 0.007, -0.007, 0.103, -0.038, 0.123, 0.118, -0.011, 0.067, -0.002, -0.004, 0.002, -0.002, -0.001, 0.001, -0.002, 0.012, -0.020, -0.016, 0.034, 0.050, 0.000, 0.000, 0.000]}

***

3.
{"formula": "C4H4NO2", "method": "ωB97M-V/def2-TZVPD", "charge": -1, "orbital_gap_ev": 7.07, "e_tot_ha": -360.01355, "spin_multiplicity": 1, "homo_energy_ev": -2.97, "relative_energy_kcal_mol": 76.7, "lumo_energy_ev": 4.10, "symbols": ["C", "C", "C", "C", "N", "O", "O", "H", "H", "H", "H"], "positions_angstrom": [[-1.016, 1.341, 0.124], [0.615, -0.581, -0.343], [-0.506, 0.282, -0.421], [-1.896, -1.133, -1.569], [1.783, -0.290, -0.913], [-2.996, -0.974, -1.136], [-1.215, -1.741, -2.327], [-1.984, 1.906, -0.053], [-0.709, 1.817, 1.033], [0.361, -1.603, -0.306], [2.411, -1.053, -0.910]], "forces_ev_per_a": [[-1.896, 1.844, 1.133], [1.886, 1.818, -2.529], [-0.842, -1.726, -1.092], [-0.050, 0.561, 0.102], [-1.896, 1.451, 1.404], [0.089, 0.365, 0.342], [0.526, -0.217, -0.255], [0.720, -1.319, -0.919], [1.307, 0.140, 0.756], [-0.254, -1.539, 1.125], [0.411, -1.378, -0.067]], "nbo_charge": [-0.480, 0.027, -0.233, 0.958, -0.745, -0.649, -0.649, 0.168, 0.141, 0.157, 0.304]}

***

4.
{"formula": "C2H5PS", "method": "ωB97M-V/def2-TZVPD", "orbital_gap_ev": [7.58, 7.58], "e_tot_ha": -818.61888, "spin_multiplicity": 1, "homo_energy_ev": [-7.93, -7.93], "relative_energy_kcal_mol": 49.6, "lumo_energy_ev": [-0.34, -0.34], "symbols": ["C", "C", "P", "S", "H", "H", "H", "H", "H"], "positions_angstrom": [[-0.668, -1.186, 1.467], [0.337, 0.014, -0.741], [0.689, 1.289, -1.947], [-0.725, 0.093, 0.538], [0.245, -1.661, 1.797], [-1.539, -1.358, 2.158], [0.960, -0.830, -0.807], [1.005, 2.320, -0.984], [-0.627, 1.778, -2.310]], "forces_ev_per_a": [[-0.701, -1.115, 2.711], [-1.093, 0.685, 1.058], [-0.142, 0.908, 0.410], [0.009, 0.757, -2.456], [0.066, -0.387, -0.665], [0.967, 0.539, -0.854], [0.606, -1.130, 0.084], [-0.237, -0.070, -0.746], [0.525, -0.186, 0.458]], "nbo_charge": [-0.847, -0.936, 0.323, 0.813, 0.229, 0.238, 0.228, -0.024, -0.024]}